The following is a quantum chemistry calculation of a molecular structure, C11H11N3O5Pb in a non-equilibrium geometry, from the Open Molecules 2025 dataset.

```
31
Properties=species:S:1:pos:R:3
Pb -0.5721 0.1380 -1.3496
O -0.3541 -3.5461 0.2511
C -0.2386 -2.4250 -0.0156
C 0.0605 2.3582 0.2789
O 0.2645 3.4238 0.6260
C -2.4755 0.1717 0.8952
O -3.4779 0.0890 1.4816
C 2.2848 -0.3011 -0.9354
O 3.4058 -0.4203 -1.1564
C -1.3110 0.1407 -4.2979
H -0.5084 -0.4866 -4.7111
H -2.2792 -0.3559 -4.1508
C -1.1611 1.4763 -4.1554
H -2.0019 2.1252 -3.8801
H -0.2288 1.9788 -4.4457
C -0.6826 -2.1800 4.6260
N 0.2079 -1.2688 3.8793
C 1.2380 -0.7822 4.6007
C 2.0826 0.0556 3.9834
C 1.8945 0.4050 2.6243
N 0.8602 -0.0578 1.8800
C 0.0041 -0.9170 2.5043
O -0.9967 -1.4536 1.9320
N 2.7432 1.2255 1.9971
H -0.7276 -3.1938 4.2226
H -1.7124 -1.8274 4.7161
H -0.3050 -2.2801 5.6545
H 1.2963 -1.1202 5.6547
H 2.8920 0.4273 4.5638
H 3.5459 1.6772 2.4214
H 2.5572 1.4303 1.0175
```

Values from the calculation:
Charge: +2
LUMO, hartree: -0.32159
Relative energy (zero: lowest compared OMol25 entry of this formula, charge and spin), kJ/mol: 70.7
E, eV: -31522.595
Orbital gap, eV: 6.196
HOMO energy, eV: -14.95